Entry 1:
{"formula": "C15H23Cl36O3PS", "method": "ωB97M-V/def2-TZVPD", "elements": ["C", "C", "O", "P", "C", "S", "O", "O", "H", "H", "H", "H", "H", "H", "H", "H", "H", "H", "H", "C", "Cl", "Cl", "Cl", "H", "C", "Cl", "Cl", "Cl", "H", "C", "Cl", "Cl", "Cl", "H", "C", "Cl", "Cl", "Cl", "H", "C", "Cl", "Cl", "Cl", "H", "C", "Cl", "Cl", "Cl", "H", "C", "Cl", "Cl", "Cl", "H", "C", "Cl", "Cl", "Cl", "H", "C", "Cl", "Cl", "Cl", "H", "C", "Cl", "Cl", "Cl", "H", "C", "Cl", "Cl", "Cl", "H", "C", "Cl", "Cl", "Cl", "H"], "coordinates": [[4.8496, 0.8056, 2.9167], [3.5595, 0.4905, 2.1646], [2.9143, -0.7162, 2.5782], [1.2168, -0.3995, 2.6164], [-0.6823, 0.0288, 2.7399], [-0.7860, 1.7770, 2.6884], [-0.1553, 2.3190, 3.8619], [-0.2323, 2.2174, 1.4320], [5.6938, 0.7323, 2.2291], [4.7992, 1.8527, 3.2200], [4.9970, 0.2002, 3.8052], [3.6997, 0.4828, 1.0770], [2.8783, 1.3355, 2.3643], [0.9304, -1.7594, 2.7449], [1.4135, 0.3599, 3.7706], [1.2793, 0.1133, 1.3283], [-1.2664, -0.3884, 1.9175], [-1.0810, -0.2943, 3.7042], [-2.0928, 2.1354, 2.7361], [-0.6270, -1.0154, -1.4994], [0.4655, -1.8521, -0.3825], [-1.9630, -0.2369, -0.6413], [0.2905, 0.1709, -2.4109], [-1.0517, -1.7389, -2.1820], [-3.1894, -2.3284, -5.1357], [-2.0284, -3.6417, -4.9521], [-3.1546, -1.2678, -3.7226], [-2.8798, -1.4165, -6.6122], [-4.1768, -2.7629, -5.2115], [-5.4123, -5.1158, -7.4381], [-3.7626, -5.5967, -7.8157], [-6.5723, -6.3562, -7.9034], [-5.5702, -4.7445, -5.7093], [-5.6373, -4.2146, -7.9928], [-0.6382, 4.9743, 1.8495], [-1.0499, 6.3806, 0.8575], [0.6743, 5.3492, 2.9615], [-2.0739, 4.4366, 2.7326], [-0.3153, 4.1659, 1.2058], [-7.9537, -9.4218, -5.0840], [-8.2542, -10.0969, -6.6882], [-6.8647, -10.4592, -4.1635], [-7.3109, -7.7861, -5.2141], [-8.8977, -9.3756, -4.5580], [3.0312, 2.3603, 6.1835], [4.6855, 1.7466, 6.0654], [2.5463, 3.2536, 4.7452], [1.8982, 1.0305, 6.4746], [2.9635, 3.0421, 7.0201], [-0.1098, 4.2235, -2.5470], [-1.1896, 3.6602, -1.2607], [1.5599, 4.2303, -1.9814], [-0.2865, 3.1953, -3.9630], [-0.3826, 5.2381, -2.8101], [1.5989, 6.0618, 6.8235], [2.5928, 5.2745, 8.0612], [0.2394, 6.9032, 7.5628], [2.5741, 7.1635, 5.8560], [1.2089, 5.2927, 6.1682], [-3.2054, -8.2588, -11.3177], [-2.0640, -9.1337, -10.2957], [-4.4972, -7.5548, -10.3465], [-2.3780, -7.0153, -12.2575], [-3.6453, -8.9644, -12.0095], [8.0803, -0.4716, -0.0023], [9.6241, 0.1394, 0.5926], [7.4757, -1.7659, 1.0306], [6.8966, 0.8302, -0.1267], [8.2385, -0.8767, -0.9926], [5.2664, 0.4091, 10.1729], [3.8940, 0.4459, 9.0693], [4.8920, 1.2558, 11.6757], [5.7692, -1.2502, 10.4966], [6.0920, 0.9223, 9.6974], [-3.4004, 6.2025, -2.3314], [-2.5441, 6.8001, -3.7578], [-4.0562, 7.5291, -1.3796], [-4.6620, 5.0615, -2.7903], [-2.6876, 5.6770, -1.7108]], "forces_ev_per_a": [[0.0744, 0.3300, -0.7240], [-0.3049, 0.0900, 0.3974], [-0.2844, 0.1295, -0.2501], [0.8584, -0.3004, 0.3240], [-0.2131, 0.0913, -0.0100], [0.6603, -0.6652, 0.4253], [-0.3947, -0.1889, 0.4020], [-0.3160, -0.2361, -0.6292], [0.0733, -0.2749, 0.3691], [0.1494, -0.0757, 0.1306], [-0.0633, -0.1709, -0.1440], [0.1128, -0.1062, 0.0528], [-0.0191, -0.0086, -0.0993], [0.0316, -0.0166, 0.0567], [-0.0996, 0.1362, 0.0006], [-0.2557, 0.2393, -0.0556], [0.0607, 0.0482, 0.0508], [0.0155, -0.0123, -0.0020], [0.0817, -0.5438, -0.1389], [0.3001, 0.1378, 0.1352], [-0.2473, -0.2396, -0.1103], [-0.0393, -0.0729, -0.0797], [-0.0731, 0.0179, -0.1224], [0.0511, -0.0412, 0.0145], [0.1318, 0.0643, -0.0029], [-0.0008, -0.0025, 0.0240], [-0.1322, 0.0339, -0.0579], [-0.0250, -0.0124, -0.0130], [0.0733, 0.0677, 0.0388], [0.1167, -0.0333, -0.0581], [-0.0268, 0.1701, 0.2002], [0.1198, 0.2393, -0.3296], [-0.1676, -0.1129, -0.0140], [-0.0105, 0.0179, 0.0269], [0.0996, 0.4656, -0.0704], [0.0505, 0.1087, 0.0503], [-0.0187, 0.1600, -0.0570], [-0.2985, 0.8486, -0.0469], [-0.0586, 0.1335, 0.0647], [0.0544, 0.0073, 0.0057], [-0.0189, -0.0003, 0.0022], [-0.0161, 0.0049, 0.0081], [-0.1237, -0.2267, 0.3524], [-0.0047, -0.0049, -0.0053], [-0.0069, -0.1661, -0.0426], [-0.1322, 0.3068, 0.0863], [0.2744, 0.0220, 0.0560], [-0.0039, 0.0055, 0.0393], [0.1134, -0.1252, 0.0318], [0.0577, -0.1608, 0.1289], [-0.0096, -0.1299, -0.1643], [0.0001, 0.0372, 0.0319], [-0.0313, 0.1441, -0.1645], [-0.0207, -0.0278, -0.0277], [-0.0465, 0.0540, -0.0353], [-0.0292, 0.0905, 0.0578], [0.0119, -0.0244, -0.0048], [-0.0030, -0.0345, -0.0236], [0.0014, -0.0080, 0.0073], [0.0053, 0.0405, 0.0264], [-0.0041, -0.0130, -0.0067], [-0.0406, -0.1935, -0.2260], [-0.0092, -0.0084, -0.0127], [0.0050, -0.0028, -0.0029], [-0.0066, -0.0178, 0.0734], [-0.0003, -0.0018, -0.0185], [-0.0058, -0.0041, -0.0129], [0.0482, 0.0363, -0.1641], [-0.0003, 0.0038, -0.0037], [-0.0350, -0.0042, 0.0202], [-0.0276, -0.0783, 0.1962], [0.0141, 0.0142, -0.0086], [0.0127, 0.0042, -0.0080], [0.0029, -0.0011, 0.0017], [-0.0556, -0.0113, 0.0784], [0.0273, 0.0072, -0.0082], [-0.0220, 0.0629, -0.0204], [0.0201, -0.0024, -0.0069], [-0.0071, -0.0095, 0.0151]], "lowdin_charge": [-0.111, -0.363, -0.426, 0.792, -0.452, 0.494, -0.458, -0.433, 0.001, 0.034, 0.048, 0.108, 0.062, 0.037, 0.002, 0.004, -0.001, 0.067, 0.014, -1.527, 0.562, 0.547, 0.534, -0.045, -1.559, 0.526, 0.555, 0.537, -0.075, -1.499, 0.523, 0.502, 0.553, 0.020, -1.517, 0.533, 0.562, 0.606, -0.065, -1.546, 0.522, 0.528, 0.490, 0.011, -1.499, 0.562, 0.582, 0.538, -0.071, -1.517, 0.575, 0.552, 0.530, -0.024, -1.557, 0.559, 0.540, 0.530, -0.034, -1.549, 0.525, 0.492, 0.524, 0.010, -1.547, 0.525, 0.533, 0.548, 0.009, -1.550, 0.508, 0.523, 0.526, 0.012, -1.578, 0.541, 0.533, 0.534, -0.084], "relative_energy_kcal_mol": 0.0, "largest_force_ev_per_a": 1.03, "homo_ev": -9.779}


Entry 2:
{"formula": "C15H23EuN4P", "method": "ωB97M-V/def2-TZVPD", "elements": ["C", "C", "C", "C", "C", "C", "C", "C", "N", "Eu", "C", "P", "H", "H", "H", "H", "H", "H", "H", "H", "C", "C", "H", "C", "C", "H", "H", "H", "H", "H", "H", "H", "H", "H", "H", "H", "H", "H", "H", "N", "C", "N", "C", "N"], "coordinates": [[-2.7981, 0.2674, -4.1199], [-2.6188, -0.9755, -3.5311], [-1.8570, -1.1030, -2.3418], [-1.3199, 0.0522, -1.7987], [-1.4567, 1.2925, -2.4082], [-2.2572, 1.4244, -3.5648], [-1.6824, -2.4613, -1.6796], [-0.2575, -3.0805, -1.6094], [0.8513, -2.1358, -1.4053], [-0.2560, -0.7640, 0.3193], [-0.7285, 2.4926, -1.8580], [0.9152, 1.9622, -1.1834], [-3.0533, -1.8721, -3.9950], [-2.4161, 2.3986, -4.0299], [-3.3682, 0.3476, -5.0579], [-1.2555, 2.9556, -1.0159], [-0.5135, 3.2533, -2.6191], [-2.1174, -2.4477, -0.6546], [-2.2979, -3.1830, -2.2346], [-0.2304, -3.8148, -0.7965], [1.3798, 3.5233, -0.3235], [1.8514, 2.2226, -2.7386], [-0.0687, -3.6265, -2.5465], [1.4304, -1.6313, -2.6562], [1.8618, -2.5550, -0.4195], [0.2650, 1.3812, 1.2077], [1.9304, -2.4585, -3.1965], [0.6172, -1.2044, -3.2569], [2.1534, -0.8383, -2.4233], [2.5543, -3.3195, -0.8300], [2.4652, -1.6779, -0.1206], [1.3775, -2.9522, 0.4985], [1.8011, 3.2760, -3.0317], [2.8921, 1.9117, -2.5918], [1.4203, 1.5981, -3.5285], [1.4390, 4.3586, -1.0312], [0.6422, 3.7363, 0.4634], [2.3562, 3.3734, 0.1578], [0.9638, 1.0384, 1.2672], [-1.0234, -1.9323, 2.2602], [-0.9796, -1.7984, 3.4370], [-0.9964, -1.8104, 4.7151], [-0.5659, -0.8267, 5.4705], [-0.2141, -0.0031, 6.2315]], "forces_ev_per_a": [[-0.4853, 0.2441, -0.6036], [0.4429, -0.8281, 0.3646], [-1.0137, 0.5760, -1.4855], [0.7119, -0.0081, 1.4582], [-1.0087, 0.1426, -1.3037], [0.7210, -0.3093, 0.5225], [-0.3293, -0.1339, 0.1731], [0.2415, -0.3202, -0.5448], [0.2083, 0.1230, 0.3572], [0.0762, 0.5979, -0.2919], [0.2520, -0.1529, 0.5337], [-0.0420, 0.3916, -0.9886], [0.1190, 0.3894, 0.0768], [0.0394, -0.2425, 0.0170], [0.1905, -0.1008, 0.5337], [-0.1883, 0.0605, -0.1757], [-0.3208, -0.0077, 0.1582], [0.1066, 0.0135, -0.3901], [0.1056, 0.0734, 0.3002], [-0.0697, 0.0330, -0.1483], [0.1596, -0.2321, 0.3051], [0.3476, -0.3755, -0.0127], [-0.0647, -0.0186, 0.1744], [-0.1473, -0.1728, 0.2614], [0.0675, -0.2643, -0.3422], [1.1799, -0.3530, 0.7793], [-0.0933, 0.3302, 0.0312], [0.3338, -0.1445, 0.0691], [-0.1460, -0.2078, -0.1263], [-0.2722, 0.2453, 0.3564], [-0.0640, -0.2394, -0.1863], [0.2222, 0.0200, -0.4915], [0.0879, -0.1832, -0.0600], [-0.0831, 0.1921, -0.1627], [0.0376, 0.0979, 0.0867], [-0.0751, -0.0966, 0.2492], [0.2368, 0.0788, -0.1998], [-0.1858, 0.2240, -0.0961], [-1.1050, 0.8584, 0.4544], [-0.0811, -0.0384, 1.0482], [-0.1052, -0.2487, 0.0319], [-0.1456, -0.3386, -0.8767], [0.6753, 1.6596, 1.4832], [-0.5366, -1.3340, -1.3391]], "lowdin_charge": [-0.106, -0.063, -0.319, -0.253, -0.352, -0.055, -0.177, -0.206, -0.423, 1.397, -0.333, 0.775, 0.104, 0.105, 0.103, 0.084, 0.084, 0.090, 0.115, 0.117, -0.311, -0.301, 0.124, -0.071, -0.132, 0.021, 0.097, 0.088, 0.075, 0.105, 0.081, 0.074, 0.038, 0.034, 0.040, 0.041, 0.034, 0.039, 0.025, -0.091, -0.400, 0.053, -0.421, 0.071], "spin_multiplicity": 8, "largest_force_ev_per_a": 2.33, "homo_ev": [-7.339, -7.590]}